Record 1
99
Properties=species:S:1:pos:R:3:forces:R:3 method="wB97M-V/def2-TZVPD" lumo_ev="-0.2877 / -0.5108" e_tot_ev=-115444.0725 charge=0 homo_energy_ev="-9.4284 / -9.4285" multiplicity=4 s2=3.754
V 12.680820 27.527830 9.324200 -0.9158 1.0892 1.4710
C 13.743480 25.725680 5.743070 -0.3371 -0.5207 -1.8225
F 14.900910 26.352820 5.940590 -0.5526 0.2348 0.3105
F 12.840310 26.535590 5.158600 0.9531 -0.2300 0.6724
F 14.006740 24.734210 4.857730 -0.4208 0.4480 1.0018
S 13.052040 25.025210 7.349800 0.8729 -1.3812 1.6127
O 12.511300 23.717170 7.085230 -0.2027 1.4551 -0.4832
O 14.138620 24.945630 8.316270 -0.6700 1.9538 -0.5666
N 11.923030 26.273960 7.817770 2.4739 -2.0437 -1.5987
S 10.551380 25.625170 7.325540 -4.7515 -1.9295 -3.2962
O 10.455740 25.151280 5.875900 1.0844 1.6460 3.9265
O 10.040890 24.688900 8.306460 0.3884 1.0542 -0.4441
C 9.305540 27.096570 7.237220 3.2487 0.6926 0.3699
F 8.143390 26.591230 7.210550 -1.8303 -0.4849 0.2692
F 9.495540 27.903010 8.342590 -0.4183 -0.6724 -1.8882
F 9.516900 27.776710 6.071420 -0.0486 -0.1458 1.4672
O 11.401370 28.750350 10.467530 1.2105 -0.3465 -0.7481
H 11.264300 29.669700 10.768420 0.4336 -0.8133 -0.5570
C 9.851930 26.311570 2.605640 -0.5210 -1.7478 1.6329
C 10.129480 27.686510 2.299690 0.1999 1.5045 -1.1344
O 10.243530 27.858650 0.872100 0.1038 0.8582 0.6399
H 9.025100 25.865650 2.052810 0.1649 0.0445 -0.0783
H 9.570720 26.374960 3.656830 -0.0783 -0.8270 0.2638
H 10.766130 25.719800 2.559230 -0.1731 -0.3792 -0.1857
H 11.015280 27.965090 2.870520 0.5255 0.3610 -0.3437
H 9.355360 28.332760 2.713440 -0.2534 0.2286 -0.7000
H 10.933170 27.259070 0.578010 0.0441 -0.0848 -0.0541
C 6.831190 27.845860 10.885570 0.0843 0.2265 -1.0236
C 8.175890 28.255090 11.486960 -0.7975 0.6812 0.7511
O 9.222240 27.438770 11.095570 -0.2575 -1.7811 -0.0798
H 5.970900 28.464270 11.141660 0.2051 0.1052 0.6924
H 6.559240 26.799090 11.021270 0.2445 0.0033 0.3449
H 6.868660 27.995380 9.806530 0.2770 -0.1793 -0.2544
H 8.116530 28.285160 12.574920 -0.2039 -0.2404 0.3368
H 8.445560 29.280560 11.234420 -0.3752 0.3307 -0.3488
H 9.982740 27.984570 10.882610 0.8515 0.5526 -0.2702
C 12.097950 30.184030 6.535840 -0.1792 -1.5072 -0.1961
C 13.033470 30.305470 7.736420 -0.2703 1.1251 -0.2431
O 13.886100 29.188230 8.018410 -2.4988 -1.1162 1.4636
H 11.262340 29.516190 6.745230 -0.2040 0.0408 0.5228
H 12.542770 29.623320 5.713740 0.4778 0.4988 -0.3312
H 11.630890 31.105110 6.187170 0.4750 0.1814 0.1270
H 12.387040 30.513660 8.589000 0.4036 -0.1493 0.3311
H 13.730500 31.133180 7.605490 -0.2351 0.3074 -0.0132
H 14.620950 29.282760 7.407950 0.7549 -0.0165 -0.7290
C 13.276630 23.903910 11.822820 0.2640 0.1495 -0.6087
C 11.905860 24.384370 11.453550 -0.2669 -0.9917 -0.7989
O 11.927930 25.723230 11.031490 0.4346 2.2974 -0.1602
H 13.778040 24.493240 12.590520 -0.2691 -0.1524 0.2543
H 13.863480 24.019500 10.911580 0.3122 -0.1422 -0.0109
H 13.241780 22.838540 12.050540 0.1076 0.0939 0.2285
H 11.149380 24.256370 12.227790 0.0913 -0.0059 0.1242
H 11.587290 23.883170 10.539540 -0.2316 -0.9086 0.3118
H 11.032650 26.043340 11.164200 -0.4404 0.5324 0.0041
C 11.604400 21.691160 4.240060 -1.8280 0.0557 -0.4059
C 10.289500 22.001490 3.421690 1.1747 -2.2222 -0.7401
O 9.366920 22.857290 4.003780 0.5040 0.6903 0.5495
H 12.208150 20.970080 3.689030 0.2269 0.3692 -0.2140
H 11.310960 21.147680 5.138180 0.0245 0.2278 0.3013
H 12.113350 22.618440 4.503150 0.2481 -0.1509 -0.0595
H 9.758350 21.064840 3.252390 0.1278 -0.5417 0.1851
H 10.572170 22.244690 2.397450 0.0296 0.9372 -0.0393
H 9.772440 23.020070 4.858570 -0.4921 0.7376 0.4221
C 12.953280 20.836820 9.181350 -1.5395 1.3083 0.2612
C 12.141010 20.153440 8.059960 2.2193 -0.6454 0.6827
O 13.086980 19.338620 7.320750 -1.2079 -0.0713 0.3438
H 13.563830 21.681230 8.861490 0.3748 -0.3342 -0.2185
H 13.453340 20.195100 9.906780 0.3371 -0.4800 -0.7560
H 12.219030 21.309660 9.833580 -0.3535 0.3688 0.1300
H 11.638510 20.792770 7.334120 -0.1105 0.4218 0.5616
H 11.423410 19.545920 8.611380 -0.1629 -0.4224 -0.6196
H 13.346100 19.856740 6.555240 0.3734 -0.1968 -0.1339
C 16.793750 27.913320 7.653270 -0.9045 -0.0209 0.3357
C 16.667910 28.681940 6.347960 1.6577 1.2719 -0.3879
O 15.723850 29.787250 6.343560 -0.0748 -0.4974 0.6869
H 15.786390 27.695850 8.008290 0.1651 -0.7512 0.0791
H 17.283500 28.386180 8.504530 -0.0138 0.9074 -0.3964
H 17.418460 27.026910 7.543170 -0.5070 -0.2771 -0.4609
H 16.464610 28.103240 5.446920 0.0921 -0.4761 0.4400
H 17.628190 29.183150 6.226470 0.2709 -0.2221 -0.4525
H 15.472160 29.968500 5.435040 -0.0080 -0.0029 -0.0554
C 15.739340 22.172930 6.167580 0.4305 -0.8029 0.5873
C 15.502670 21.128940 4.992550 -0.7944 1.5029 1.8479
O 15.107730 19.878000 5.522040 0.6647 -0.1689 -0.0735
H 16.603890 22.026600 6.815070 0.7736 -0.5966 -0.5447
H 14.999300 22.011420 6.951400 -0.7693 0.1846 -0.4721
H 15.816960 23.239740 5.957880 -0.4077 -0.1290 -0.6648
H 16.356220 21.018030 4.323780 -0.2244 0.2857 -0.2348
H 14.557170 21.460150 4.563090 0.5121 0.2563 -0.9193
H 15.883720 19.518020 5.957750 -0.1148 -0.3785 0.2805
C 9.161920 31.383390 9.113520 1.1939 0.4566 -0.3666
C 9.274330 32.438460 7.951330 -0.2995 -1.0292 1.4003
O 8.151440 33.293320 8.165000 0.1471 0.0643 -0.6608
H 9.723480 30.457560 8.988630 0.1573 -0.0327 -0.5383
H 8.141690 31.071450 9.336940 -0.0780 0.4373 -0.2502
H 9.618800 31.833940 9.994640 -0.3809 0.1231 0.2805
H 9.345340 31.936770 6.986250 -0.8531 0.0518 -0.3035
H 10.184130 33.038570 7.966750 0.2607 -0.1308 0.5355
H 8.452150 34.203270 8.108720 -0.1256 0.0236 -0.1037



Record 2
85
Properties=species:S:1:pos:R:3:forces:R:3 method="wB97M-V/def2-TZVPD" smiles=COC[C@H](C)N.COC[C@H](C)N.COC[C@H](C)N.COC[C@H](C)N.COC[C@H](C)N lumo_ev=0.4884 e_tot_ev=-39313.4941 charge=0 homo_energy_ev=-8.7487 de_lowest_ev=4.107
C 4.199311 -0.967369 -1.626015 1.8265 -1.2529 -0.2750
C 5.163871 -1.791819 -0.701255 -1.1098 0.7851 0.0885
C 6.624131 -1.319449 -0.623865 -0.9032 0.3072 0.8209
O 7.280991 -1.541119 -1.812245 1.5920 0.0726 -1.5871
C 8.591291 -0.851679 -1.872925 -2.1823 -1.0078 0.6523
N 4.619181 -1.885329 0.664005 0.0346 -0.1447 0.3934
H 4.656181 -1.069979 -2.610315 0.0621 0.6936 -0.3023
H 4.130351 0.070811 -1.301175 -0.2538 -0.0629 -0.1224
H 3.255961 -1.495359 -1.765355 -0.2245 0.2641 0.6034
H 5.233901 -2.790669 -1.131955 -0.1722 -0.2102 0.1551
H 7.084731 -1.870729 0.195905 0.1483 -0.2258 0.2212
H 6.701341 -0.266119 -0.354355 -0.2992 0.4574 0.1362
H 9.248581 -1.436729 -2.516195 -0.1221 0.2145 0.0365
H 8.928441 -0.846669 -0.836385 0.5977 0.2367 -0.1531
H 8.387421 0.155381 -2.236715 0.4034 0.0575 -0.0397
H 4.585221 -0.998899 1.146895 0.8506 0.5643 -0.0379
H 3.619911 -2.031699 0.675475 -0.2687 -0.7795 -0.5422
C -0.543319 -2.108839 1.580755 -1.0468 0.3810 -0.4943
C 0.846441 -1.557459 1.228285 -1.9378 -2.3914 0.5073
C 0.852541 -0.629949 0.060595 1.8107 -0.2756 0.4973
O 0.492581 -1.323409 -1.063065 -1.7919 0.3895 -2.2185
C 0.480911 -0.485799 -2.225915 0.2197 -0.8067 -1.3967
N 1.325611 -0.976399 2.413865 1.5613 0.7811 0.9966
H -0.544829 -2.871129 2.359875 0.6460 -0.2859 -0.0384
H -1.040359 -2.556229 0.720015 -0.3052 0.2433 -0.0367
H -1.107279 -1.314409 2.069555 -0.5551 0.2981 -0.4780
H 1.305391 -2.540749 1.125285 1.2805 0.3733 -1.0680
H 1.877131 -0.344479 -0.177775 0.3849 0.8038 0.8333
H 0.249461 0.245941 0.299805 -0.3333 0.2360 -0.1710
H -0.276979 -0.793799 -2.946215 -0.4900 -0.2770 0.4833
H 1.377301 -0.626169 -2.829975 0.5641 -0.0871 0.3405
H 0.376411 0.597371 -2.163315 -0.1640 0.0155 1.0878
H 0.797661 -0.142819 2.629525 -0.0301 -0.0357 0.0713
H 1.019021 -1.641059 3.109805 0.4459 0.2420 0.6989
C -1.505149 -0.374649 -7.311155 -0.3952 0.5867 1.0131
C -2.303689 0.917371 -7.344435 1.2248 -0.7764 2.5525
C -1.599499 2.049001 -6.527565 0.0519 0.5681 0.6691
O -1.547069 1.841311 -5.059415 0.1823 0.0923 -0.5878
C -0.989769 2.883451 -4.220275 -0.2299 0.0655 -0.5657
N -2.629069 1.312751 -8.655485 -1.4175 0.8408 -1.2449
H -1.558959 -0.556129 -6.237715 0.6498 -0.9165 -0.0152
H -0.471769 -0.264039 -7.639775 -0.0492 -0.0406 -0.0913
H -2.046929 -1.138759 -7.868575 0.2197 -0.1600 0.0854
H -3.188829 0.695651 -6.748225 -0.4095 0.0389 -0.0989
H -2.153719 2.970371 -6.706515 -0.0209 0.1343 -0.0917
H -0.600639 2.162451 -6.948875 0.3187 0.1459 0.2063
H -0.952509 2.585711 -3.172395 -0.0086 -0.8416 -0.2320
H -1.565549 3.805511 -4.140385 -0.6018 0.0441 -0.6916
H 0.010931 3.217421 -4.494435 0.2131 -0.3855 -0.3580
H -3.637089 1.250011 -8.646795 -0.3057 0.6964 -0.6250
H -2.398099 0.622721 -9.355915 0.5911 -0.1040 0.1014
C -1.132429 3.556061 2.819055 -2.0431 1.0648 0.2262
C -0.083729 3.414081 3.892475 -0.5748 -2.1805 0.6993
C 0.738701 2.154361 3.623005 -0.2073 -1.8867 1.3035
O -0.021549 0.878101 3.947505 0.0707 2.0300 -0.5742
C -0.461599 0.799941 5.279395 -0.5842 0.1247 1.0608
N 0.652091 4.597531 4.128765 0.5373 1.4761 -1.0921
H -1.825209 4.326281 3.158065 0.2981 0.8411 -0.0441
H -1.915589 2.798371 2.793115 0.7843 -0.9840 -0.0254
H -0.897899 3.814191 1.786355 0.7193 -0.1518 0.1066
H -0.643599 3.266941 4.816045 -0.1486 -0.4877 0.0792
H 1.615001 1.923921 4.228885 0.2869 1.1593 0.3271
H 1.107141 2.154371 2.597165 -0.4546 -0.4945 -0.2411
H -0.083939 1.477821 6.044875 1.2860 0.4048 -0.4559
H -0.289049 -0.187309 5.707955 -0.0377 -0.2242 -0.4240
H -1.505439 1.072131 5.435585 -0.5773 -0.4375 -0.7099
H 0.833941 4.995691 3.218555 0.4447 0.5225 0.0504
H 1.529121 4.497611 4.619625 -0.0339 -0.3036 0.0396
C -3.988059 -3.469229 2.319335 0.8044 0.6281 -1.5408
C -4.606919 -2.472319 3.299195 0.6987 0.3782 -0.7506
C -5.302619 -1.243129 2.579385 1.1727 -0.7466 1.1722
O -5.303179 -0.067439 3.416775 0.7921 -0.3939 -0.2617
C -4.038549 0.562061 3.754465 -1.4136 0.9738 0.5182
N -5.445509 -3.244949 4.178855 -0.7740 -0.1389 0.1593
H -4.510489 -3.600119 1.371685 -0.9249 -0.2696 0.2091
H -3.692879 -4.451069 2.689395 -0.3629 0.2019 0.4457
H -3.087069 -3.037949 1.883075 0.3897 0.1734 0.3749
H -3.747809 -2.077279 3.841395 -0.1730 0.1119 0.3890
H -6.330219 -1.569929 2.420235 -0.1917 0.5247 0.0081
H -4.841669 -1.047839 1.611145 0.1770 0.1405 -0.0826
H -4.338729 1.302271 4.496145 -0.1587 -0.2861 0.5691
H -3.651499 1.284431 3.035795 0.1656 -0.7796 -1.0346
H -3.245669 -0.021929 4.221785 -0.1982 -0.4949 -0.4300
H -6.132839 -3.654299 3.562315 -0.2525 -0.5647 0.0106
H -6.013379 -2.704749 4.815875 0.2318 0.5076 0.2300